Entry a
Here is 2 unconnected molecules or ions with the total composition C5H10O from OMol25. Energies are from the ωB97M-V functional and the def2-TZVPD basis.

## Properties
total charge	0
orbital gap	9.52	eV

Element x y z (Å)
C  1.357  -0.781  -0.114
C  0.420  0.240  0.508
C  0.662  1.707  0.288
C  -0.566  1.059  -0.274
C  -2.458  -1.246  0.100
O  -1.734  -1.592  -0.939
H  1.019  -1.821  0.024
H  1.512  -0.609  -1.186
H  2.333  -0.716  0.377
H  0.089  -0.030  1.510
H  0.556  2.378  1.135
H  1.444  1.974  -0.418
H  -1.527  1.263  0.194
H  -0.639  0.913  -1.349
H  -1.705  -1.120  0.926
H  -0.766  -1.619  -0.783

***

Entry b
Here is a molecular structure, C5H10O from OMol25. Energies are from the ωB97M-V functional and the def2-TZVPD basis.

## Properties
total charge	0
orbital gap	10.24	eV

Element x y z (Å)
O  2.674  -0.027  0.369
C  1.356  -0.459  0.556
C  0.344  0.023  -0.398
C  -0.814  -0.923  -0.165
C  -1.844  0.354  -0.277
C  -0.587  1.254  -0.322
H  2.947  0.558  1.090
H  1.090  -1.805  0.166
H  1.028  -0.371  1.606
H  0.774  -0.082  -1.404
H  -0.908  -1.205  0.886
H  -0.183  -2.017  -0.462
H  -2.550  0.474  -1.102
H  -2.408  0.504  0.661
H  -0.412  1.900  0.543
H  -0.489  1.845  -1.235

***

List of relative energies, unit kJ/mol: entry a 0.0; entry b 19.5

***

Entry a
Here is 2 unconnected molecules or ions with the total composition C5H10O from OMol25. Energies are from the ωB97M-V functional and the def2-TZVPD basis.

## Properties
total charge	0
orbital gap	8.63	eV

Element x y z (Å)
C  1.251  0.911  1.505
C  0.250  -0.699  -0.874
C  0.101  -1.963  -0.115
C  -1.020  0.069  -0.921
C  -0.853  1.570  -1.132
O  -0.146  2.063  -1.969
H  1.934  0.390  2.181
H  0.219  0.682  1.792
H  1.417  1.989  1.572
H  1.444  0.583  0.476
H  -0.034  -2.718  -0.910
H  1.038  -2.248  0.376
H  -0.744  -2.051  0.588
H  -1.434  -0.318  -1.872
H  -1.765  -0.136  -0.132
H  -1.453  2.204  -0.445

***

Entry b
Here is 2 unconnected molecules or ions with the total composition C5H10O from OMol25. Energies are from the ωB97M-V functional and the def2-TZVPD basis.

## Properties
total charge	0
orbital gap (alpha / beta)	7.70 / 7.70	eV

Element x y z (Å)
C  -2.394  0.408  -0.081
C  -1.054  -0.345  -0.110
C  0.054  0.666  -0.012
C  1.767  -1.022  0.364
C  2.560  0.053  -0.020
O  2.066  1.052  -0.603
H  -3.227  -0.299  -0.154
H  -2.513  0.974  0.849
H  -2.474  1.110  -0.919
H  -0.992  -1.065  0.711
H  -0.983  -0.908  -1.048
H  -0.010  1.433  -0.777
H  0.290  1.046  0.974
H  1.134  -1.414  -0.426
H  2.132  -1.763  1.074
H  3.644  0.073  0.176

***

Entry c
Here is C5H10O in the gas phase from OMol25. Energies are from the ωB97M-V functional and the def2-TZVPD basis.

## Properties
SMILES	CC(=O)C(C)C
total charge	0
orbital gap	10.40	eV

Element x y z (Å)
C  0.950  -0.210  -1.682
C  0.045  0.223  -0.532
C  0.764  1.175  0.446
C  -0.643  -0.943  0.152
O  -0.666  -2.056  -0.327
C  -1.385  -0.606  1.432
H  0.409  -0.846  -2.386
H  1.816  -0.777  -1.322
H  1.324  0.673  -2.214
H  -0.857  0.705  -0.948
H  1.330  0.619  1.205
H  0.081  1.847  0.976
H  1.488  1.802  -0.088
H  -1.639  0.457  1.510
H  -2.290  -1.212  1.509
H  -0.726  -0.852  2.272

***

List of relative energies, unit kJ/mol: entry a 404.1; entry b 422.3; entry c 0.0

***

Entry a
Here is 2 unconnected molecules or ions with the total composition C5H10O from OMol25. Energies are from the ωB97M-V functional and the def2-TZVPD basis.

## Properties
SMILES	C[C@H]1CCC1=O.[H][H]
total charge	0
orbital gap	10.42	eV

Element x y z (Å)
C  1.254  -0.959  0.410
C  0.353  0.264  0.443
C  0.663  1.479  -0.476
C  -0.813  1.525  -0.949
C  -0.994  0.165  -0.276
O  -1.817  -0.707  -0.374
H  0.813  -1.781  0.982
H  1.399  -1.308  -0.619
H  2.239  -0.732  0.833
H  0.183  0.593  1.477
H  1.038  2.376  0.021
H  1.349  1.210  -1.286
H  -1.408  2.303  -0.457
H  -1.014  1.553  -2.023
H  -1.594  -3.297  1.358
H  -1.653  -2.684  0.938

***

Entry b
Here is C5H10O in the gas phase from OMol25. Energies are from the ωB97M-V functional and the def2-TZVPD basis.

## Properties
SMILES	C[C@@H](O)C1CC1
total charge	0
orbital gap	11.12	eV

Element x y z (Å)
C  -1.636  0.530  0.702
C  -0.732  -0.472  1.362
C  -0.142  0.602  0.500
C  1.818  -0.486  -0.706
C  0.504  0.271  -0.839
O  -0.360  -0.527  -1.628
H  -1.211  -0.071  -1.624
H  -2.293  0.132  -0.069
H  -2.100  1.314  1.292
H  -0.593  -0.431  2.437
H  -0.752  -1.472  0.936
H  0.343  1.423  1.027
H  1.656  -1.459  -0.231
H  2.254  -0.656  -1.696
H  2.537  0.081  -0.105
H  0.708  1.224  -1.357

***

List of relative energies, unit kJ/mol: entry a 61.0; entry b 0.0

***

Entry a
Here is C5H10O in the gas phase from OMol25. Energies are from the ωB97M-V functional and the def2-TZVPD basis.

## Properties
SMILES	CC[C@H]1C[C@H]1O
total charge	0
orbital gap	9.39	eV

Element x y z (Å)
C  1.901  0.360  0.007
C  0.536  0.886  0.422
C  -0.376  -0.272  0.599
C  -1.999  -0.219  0.410
C  -1.058  -0.966  -0.488
O  -0.939  -0.311  -1.730
H  1.802  -0.239  -0.906
H  2.321  -0.293  0.782
H  2.601  1.173  -0.184
H  0.612  1.470  1.351
H  0.105  1.537  -0.340
H  -0.133  -0.947  1.433
H  -1.797  -0.108  1.458
H  -2.393  0.656  -0.097
H  -1.036  -2.048  -0.575
H  -0.147  -0.679  -2.143

***

Entry b
Here is C5H10O in the gas phase from OMol25. Energies are from the ωB97M-V functional and the def2-TZVPD basis.

## Properties
SMILES	CC/C(C)=C\O
total charge	0
orbital gap	9.33	eV

Element x y z (Å)
C  1.950  -0.180  -0.140
C  0.619  -0.655  0.448
C  -0.647  0.095  0.087
C  -1.876  -0.403  0.808
C  -0.777  1.108  -0.775
O  0.135  1.610  -1.660
H  2.060  0.905  -0.061
H  2.783  -0.637  0.403
H  2.077  -0.468  -1.192
H  0.484  -1.725  0.234
H  0.705  -0.595  1.544
H  0.797  0.933  -1.842
H  -1.764  -0.382  1.899
H  -2.771  0.169  0.546
H  -2.071  -1.450  0.538
H  -1.703  1.674  -0.838

***

List of relative energies, unit kJ/mol: entry a 218.6; entry b 0.0

***

Entry a
Here is C5H10O in the gas phase from OMol25. Energies are from the ωB97M-V functional and the def2-TZVPD basis.

## Properties
SMILES	C[C@H]1CCCO1
total charge	0
orbital gap	10.81	eV

Element x y z (Å)
C  1.886  0.133  0.499
C  0.634  0.584  -0.226
C  -0.118  -0.511  -1.033
C  -1.533  -0.218  -0.549
C  -1.253  -0.018  0.927
O  -0.296  1.040  0.795
H  2.366  0.995  0.974
H  2.603  -0.361  -0.166
H  1.599  -0.568  1.291
H  0.868  1.423  -0.898
H  0.001  -0.413  -2.117
H  0.225  -1.516  -0.744
H  -2.376  -0.807  -0.915
H  -1.699  0.834  -0.779
H  -0.774  -0.874  1.429
H  -2.133  0.277  1.511

***

Entry b
Here is 2 unconnected molecules or ions with the total composition C5H10O from OMol25. Energies are from the ωB97M-V functional and the def2-TZVPD basis.

## Properties
SMILES	C=CC.CC=O
total charge	0
orbital gap	10.57	eV

Element x y z (Å)
C  1.729  -1.194  -0.547
C  1.494  0.205  -0.111
C  2.154  1.249  -0.634
H  2.698  -1.534  -0.180
H  0.978  -1.865  -0.115
H  1.672  -1.415  -1.612
H  0.978  0.458  0.804
H  2.126  2.184  -0.091
H  2.682  1.222  -1.578
O  -2.856  0.787  -0.994
C  -2.974  0.067  -0.035
C  -1.964  0.135  1.086
H  -3.795  -0.650  0.060
H  -1.040  -0.247  0.638
H  -2.174  -0.543  1.914
H  -1.707  1.143  1.396

***

List of relative energies, unit kJ/mol: entry a 0.0; entry b 86.4

***

Entry a
Here is C3H9NOS2 in the gas phase from OMol25. Energies are from the ωB97M-V functional and the def2-TZVPD basis.

## Properties
SMILES	N[C@H](CO)CSS
total charge	0
orbital gap	8.89	eV

Element x y z (Å)
N  0.210  -0.518  -1.410
C  0.416  0.361  -0.249
C  1.504  -0.193  0.647
O  2.742  -0.622  0.018
C  -0.756  0.591  0.757
S  -2.202  1.443  -0.010
S  -3.250  -0.082  -0.855
H  -0.668  -0.169  -1.794
H  0.008  -1.457  -1.074
H  0.662  1.333  -0.674
H  1.105  -1.107  1.121
H  1.892  0.481  1.408
H  2.940  0.032  -0.662
H  -1.074  -0.323  1.283
H  -0.400  1.332  1.477
H  -3.129  -1.103  0.018

***

Entry b
Here is a molecular structure, C3H9NOS2 from OMol25. Energies are from the ωB97M-V functional and the def2-TZVPD basis.

## Properties
total charge	0
orbital gap	8.57	eV

Element x y z (Å)
C  1.500  -0.488  1.375
C  0.524  0.485  2.019
C  -0.666  0.758  1.151
N  -1.077  -0.257  -2.130
O  -1.753  1.087  1.553
S  0.076  -1.421  -2.556
S  -2.590  -0.486  -2.588
H  2.383  -0.612  1.996
H  1.036  -1.463  1.235
H  1.810  -0.120  0.400
H  1.014  1.453  2.174
H  0.181  0.140  2.999
H  -0.477  0.640  0.066
H  -3.246  -0.220  -1.397
H  0.673  -0.734  -3.553
H  -2.929  0.785  -3.038

***

List of relative energies, unit kJ/mol: entry a 0.0; entry b 254.4